Entry 1:
{
  "formula": "C4H31NO13S",
  "method": "ωB97M-V/def2-TZVPD",
  "elements": ["C", "C", "C", "S", "N", "C", "O", "O", "H", "H", "H", "H", "H", "H", "H", "H", "H", "O", "H", "H", "O", "H", "H", "O", "H", "H", "O", "H", "H", "O", "H", "H", "O", "H", "H", "O", "H", "H", "O", "H", "H", "O", "H", "H", "O", "H", "H", "O", "H", "H"],
  "positions_angstrom": [[-2.08666, -3.41287, -1.85375], [-2.04070, -2.14767, -0.96402], [-0.65457, -2.02392, -0.28145], [-0.36544, -3.13477, 1.10171], [-2.37485, -0.88819, -1.63297], [-1.63203, -0.60608, -2.80739], [-0.83593, -1.31212, -3.38401], [-1.88960, 0.60127, -3.39635], [-1.19292, -3.55121, -2.49561], [-1.99620, -4.31453, -1.23740], [-3.12611, -3.32040, -2.22778], [-2.73390, -2.29739, -0.10425], [-0.41011, -1.00991, 0.12439], [0.15101, -2.08438, -0.97751], [-1.20020, -2.69858, 2.11928], [-2.29710, -0.12846, -0.98432], [-2.56702, 1.12682, -2.98324], [1.92929, -0.97115, -2.73510], [2.04480, -1.01305, -3.68376], [1.07828, -1.41296, -2.63312], [0.00785, 3.65322, 2.98555], [0.15646, 2.75186, 3.31599], [0.03126, 3.47307, 2.04636], [-0.38330, 0.89199, 3.49061], [0.21637, 1.37675, 4.06813], [-0.05896, -0.02366, 3.35304], [-0.86100, 1.22528, -0.67039], [-1.25483, 1.22850, 0.20179], [-0.73691, 2.18057, -0.87507], [2.61057, 1.93201, 1.97112], [3.50545, 1.61100, 2.10011], [2.15604, 1.29922, 1.40093], [1.39165, -0.88069, 3.91095], [2.17810, -0.67620, 4.39239], [1.55607, -0.78797, 2.98710], [1.63780, 0.02839, 0.03959], [0.97967, 0.41513, -0.61900], [2.43825, 0.20573, -0.49029], [1.48579, -3.65365, -2.51333], [1.20123, -4.32542, -1.94478], [2.40773, -3.56366, -2.06738], [2.83736, 2.86305, -0.62508], [3.06132, 1.91478, -0.64477], [3.43358, 3.03799, 0.13331], [-2.89892, 1.94903, 1.74534], [-2.01284, 2.20301, 2.02923], [-3.35071, 1.97178, 2.63338], [-0.15783, 3.87016, -0.51183], [0.79575, 3.73849, -0.75490], [-0.17308, 4.68975, -0.05145]],
  "forces_ev_per_angstrom": [[-0.3, 0.4, 0.9], [1.4, -0.7, 1.3], [-0.5, 2.0, 1.2], [0.1, -0.7, 0.7], [0.7, -0.9, -1.7], [-0.4, 0.7, -0.2], [-0.5, -0.1, 0.8], [0.5, -0.7, 0.0], [-1.2, 0.8, -0.4], [-0.5, 0.3, 0.4], [0.9, -0.8, -0.9], [0.0, 0.3, -0.9], [-1.0, -0.7, -0.3], [0.6, -0.9, -0.5], [0.4, 0.1, -1.1], [-0.3, 0.5, 0.0], [-0.5, 0.0, 0.6], [0.3, 0.4, 0.3], [0.1, 0.1, -0.3], [-0.1, -0.1, 0.0], [-0.1, -0.4, 0.3], [-0.1, 0.8, -0.3], [0.1, 0.2, -0.6], [-1.0, 0.2, -0.7], [0.2, -1.2, 0.2], [0.0, 1.2, 0.9], [0.3, 0.7, -0.5], [-0.2, 0.1, 0.5], [-0.2, -0.5, 0.3], [0.2, 0.3, 0.6], [0.0, -0.2, 0.1], [-0.1, -0.3, -0.3], [-0.8, -1.0, 0.7], [0.8, 0.2, 0.2], [0.8, 0.0, -1.1], [0.0, 1.2, -1.5], [0.3, -0.6, 1.4], [-0.2, -0.9, 0.3], [3.4, 1.2, 0.5], [-1.5, -2.0, 1.1], [-2.0, 0.5, -1.6], [1.3, -0.7, 0.5], [-0.7, 0.4, -0.7], [-0.8, 0.8, -0.3], [-0.5, 0.1, 1.5], [0.3, 0.1, 0.0], [0.4, -0.2, -1.5], [1.4, -1.1, -0.8], [-0.9, 0.0, 0.4], [-0.2, 1.1, 0.5]],
  "lowdin_charge": [-0.06, -0.41, -0.56, 0.71, 0.10, -0.54, 0.08, 0.11, 0.07, 0.06, 0.10, 0.13, 0.04, 0.03, -0.12, 0.09, 0.10, -0.06, 0.05, -0.02, -0.05, -0.01, 0.00, -0.07, 0.04, 0.02, -0.05, 0.03, 0.04, -0.06, 0.05, -0.01, -0.03, 0.05, 0.02, -0.09, 0.06, 0.04, -0.07, 0.00, 0.11, -0.06, 0.02, 0.05, -0.08, -0.01, 0.08, -0.04, 0.06, 0.04],
  "orbital_gap_ev": 8.89,
  "smiles": "C[C@@H](CS)NC(=O)O.O.O.O.O.O.O.O.O.O.O.O",
  "homo_ev": -9.03
}



Entry 2:
{
  "formula": "C18H28N3O3",
  "method": "ωB97M-V/def2-TZVPD",
  "elements": ["C", "O", "C", "C", "C", "C", "N", "C", "O", "C", "C", "C", "N", "C", "C", "C", "N", "C", "C", "C", "C", "O", "C", "C", "H", "H", "H", "H", "H", "H", "H", "H", "H", "H", "H", "H", "H", "H", "H", "H", "H", "H", "H", "H", "H", "H", "H", "H", "H", "H", "H", "H"],
  "positions_angstrom": [[-7.02946, -2.22048, -0.98661], [-6.89683, -1.13084, -0.10092], [-5.69324, -0.53852, 0.03661], [-4.53054, -0.91049, -0.63382], [-3.34438, -0.23263, -0.41456], [-3.29817, 0.82766, 0.47857], [-2.12506, 1.56286, 0.75734], [-0.88664, 1.39448, 0.29468], [-0.55418, 0.52820, -0.52148], [0.15139, 2.34792, 0.88272], [1.28165, 2.67457, -0.10384], [2.33859, 3.55339, 0.54810], [1.86281, 1.38170, -0.53802], [2.75332, 1.38743, -1.70414], [3.26239, -0.02240, -1.99469], [4.19580, -0.57186, -0.89657], [3.55075, -1.49301, 0.01147], [3.66653, -2.92974, -0.15930], [2.70424, -3.49382, 0.89092], [2.62623, -2.38324, 1.94028], [2.97637, -1.14268, 1.16567], [2.76439, 0.02249, 1.50485], [-4.46040, 1.20629, 1.15067], [-5.63940, 0.53474, 0.93411], [-6.39253, -3.05838, -0.68789], [-6.79711, -1.93039, -2.01552], [-8.07321, -2.52209, -0.92478], [-4.53356, -1.72978, -1.33409], [-2.45664, -0.53466, -0.94336], [-2.27373, 2.30193, 1.43302], [0.58742, 1.85957, 1.76042], [-0.31959, 3.27381, 1.20970], [0.86459, 3.17240, -0.98743], [1.88328, 4.45775, 0.94023], [3.10067, 3.85243, -0.16566], [2.81090, 3.02280, 1.37170], [0.99737, 0.78277, -0.72756], [2.35116, 0.93484, 0.30285], [2.20127, 1.76452, -2.56876], [3.59966, 2.05215, -1.51753], [3.80433, 0.00901, -2.93907], [2.41555, -0.69898, -2.12364], [4.60981, 0.25437, -0.30979], [5.02879, -1.10663, -1.35556], [4.69989, -3.24412, 0.02627], [3.39495, -3.21423, -1.17752], [1.72129, -3.65863, 0.44939], [3.05624, -4.43562, 1.30262], [3.37110, -2.51273, 2.72868], [1.65139, -2.29410, 2.41562], [-4.43636, 2.03191, 1.84756], [-6.54313, 0.81801, 1.44807]],
  "forces_ev_per_angstrom": [[0.0, -0.2, -0.2], [0.0, 0.2, 0.2], [0.3, 0.1, 0.1], [-0.5, -0.1, 0.0], [0.3, 0.2, 0.1], [-0.3, -0.4, -0.2], [-0.1, 0.3, 0.2], [0.2, 0.4, 0.3], [-0.3, -0.2, -0.1], [0.1, -0.2, -0.2], [-0.1, 0.4, 0.2], [-0.1, -0.1, -0.2], [-0.2, -0.4, 0.2], [0.2, -0.1, -0.4], [0.1, 0.2, 0.2], [0.0, 0.1, -0.1], [0.1, -0.1, 0.0], [0.1, -0.4, -0.1], [0.0, 0.0, 0.0], [-0.1, -0.1, 0.1], [-0.2, -0.1, 0.0], [0.1, 0.3, 0.4], [0.1, -0.1, -0.1], [-0.1, -0.2, -0.1], [0.0, 0.0, 0.0], [0.0, 0.0, 0.0], [0.1, 0.0, 0.0], [0.0, -0.1, -0.1], [0.0, 0.0, 0.0], [0.2, -0.1, -0.2], [0.0, 0.0, 0.0], [0.0, 0.0, 0.0], [0.1, -0.1, 0.0], [-0.1, 0.1, 0.0], [0.1, 0.0, 0.0], [0.1, 0.0, 0.1], [0.5, 0.2, 0.1], [-0.2, 0.1, -0.3], [0.0, 0.1, 0.1], [-0.1, 0.0, 0.0], [0.0, 0.0, 0.0], [0.0, -0.1, -0.1], [0.0, -0.1, 0.0], [0.0, 0.1, 0.1], [0.0, 0.0, -0.1], [0.0, 0.0, 0.0], [0.0, 0.0, 0.0], [0.0, 0.0, 0.0], [0.0, 0.1, 0.0], [0.0, 0.1, 0.0], [0.0, 0.1, 0.1], [-0.1, 0.0, 0.1]],
  "lowdin_charge": [-0.07, -0.07, -0.28, 0.00, -0.01, -0.22, 0.15, -0.41, 0.04, -0.04, -0.32, -0.02, 0.03, -0.14, -0.12, -0.11, -0.05, -0.12, -0.13, -0.06, -0.42, 0.03, -0.02, 0.01, 0.10, 0.10, 0.10, 0.11, 0.10, 0.15, 0.14, 0.13, 0.16, 0.09, 0.08, 0.09, 0.12, 0.10, 0.14, 0.13, 0.12, 0.13, 0.14, 0.13, 0.13, 0.13, 0.12, 0.12, 0.14, 0.13, 0.12, 0.12],
  "orbital_gap_ev": 8.57,
  "smiles": "COc1ccc(NC(=O)C[C@@H](C)[NH2+]CCCN2CCCC2=O)cc1",
  "homo_ev": -10.45,
  "charge": 1
}